The following is a DFT calculation (ωB97M-V/def2-TZVPD) of a structure of composition C30H29F6N5O7PbS3 at a distorted geometry.

As for the total charge: -2. The value obtained for the highest occupied orbital energy (alpha / beta) is 0.3 / 0.3 eV. Its spin multiplicity is 1. The value obtained for the relative energy (zero: lowest compared OMol25 entry of this formula, charge and spin) is 537.5 kJ/mol. For the frontier orbital gap (alpha / beta), the calculation gives 4.04 / 4.04 eV.

Last column: Mulliken charge in e.
Cartesian coordinates (Å):
Pb 0.42853 0.86558 -1.42748  1.24
O 2.36451 1.10010 0.11513  -0.88
C 2.28600 0.36728 1.15717  0.67
C 2.72415 0.98780 2.40221  -0.55
C 3.02362 0.39530 3.56463  -1.03
C 3.07609 -1.08432 3.81615  -0.40
C 1.08031 -1.52203 2.36030  0.13
C 1.82762 -0.98035 1.16039  -0.56
C 1.70538 -1.69596 -0.04522  -0.88
N 1.68494 -1.12804 -1.21317  0.23
C 1.78602 -1.80264 -2.46587  -1.05
C 2.44498 -0.82189 -3.45013  -0.91
N 1.91616 0.52020 -3.32390  0.23
C 2.18280 1.34857 -4.27258  -0.32
C 1.96725 2.76123 -4.31605  0.90
C 2.51791 3.46387 -5.40555  -0.87
C 2.46126 4.83224 -5.52136  -0.70
C 1.82928 5.57371 -4.52040  -0.36
C 1.26037 4.92997 -3.45767  -0.75
C 1.27687 3.51306 -3.30686  0.35
O 0.67249 3.02493 -2.29939  -0.57
H 2.82481 2.06072 2.31559  0.37
H 3.30732 1.01942 4.40568  0.32
H 3.31640 -1.22559 4.88006  0.81
H 0.65036 -2.49166 2.05775  0.42
H 1.66268 -2.79432 0.02319  0.37
H 0.78247 -2.03702 -2.83932  0.25
H 2.37694 -2.73225 -2.40626  0.45
H 2.32953 -1.19519 -4.47776  0.58
H 3.51629 -0.77612 -3.21302  0.33
H 2.72170 0.95669 -5.15146  0.13
H 3.02411 2.89481 -6.17765  0.29
H 2.90066 5.34057 -6.36956  0.36
H 1.78783 6.65662 -4.58656  0.36
H 0.74676 5.47618 -2.68027  0.40
C 4.47932 -3.15122 3.56189  -1.41
C 4.22951 -1.74641 3.03171  -0.03
N 1.85260 -1.83724 3.57197  0.74
C 1.02761 -2.02731 4.74923  -0.56
C 0.04272 -3.18086 4.57410  -1.19
C -0.08303 -0.58004 2.54468  -0.02
S -0.07706 0.99498 1.64535  0.05
N -1.25135 -0.82869 3.04296  -0.43
C -2.13740 0.12826 2.85593  -0.28
O -1.64810 1.24079 2.12130  -0.37
C -3.49260 0.14432 3.21230  0.76
C -4.34352 1.16206 2.71538  -0.76
C -5.69245 1.12450 2.95209  -0.48
C -6.25769 0.10875 3.72010  -0.53
C -5.42778 -0.86839 4.26202  -0.37
C -4.07541 -0.86087 4.01990  -0.50
H 5.27973 -3.64678 3.01535  0.43
H 3.56465 -3.72609 3.47013  0.28
H 4.75650 -3.11828 4.61440  0.31
H 3.96359 -1.78417 1.97579  0.04
H 5.12432 -1.12877 3.14463  0.43
H 0.45889 -1.12196 5.01740  0.36
H 1.70215 -2.26040 5.58352  0.49
H -0.77018 -2.87210 3.92493  0.23
H -0.37303 -3.45657 5.54192  0.40
H 0.54661 -4.04493 4.14668  0.28
H -3.91607 1.94799 2.11192  0.40
H -6.33071 1.88577 2.52007  0.34
H -7.32725 0.06918 3.87941  0.34
H -5.85888 -1.65776 4.87137  0.34
H -3.43324 -1.62265 4.43806  0.40
F -3.59949 -0.63454 -6.12734  -0.24
C -2.62218 -1.15753 -5.37478  0.47
F -1.83024 -1.84860 -6.21540  -0.25
F -3.18094 -2.06252 -4.56742  -0.22
S -1.58751 0.18551 -4.48636  1.12
O -0.80751 -0.59678 -3.57671  -0.45
O -0.92453 0.76984 -5.60986  -0.75
N -2.67014 1.13291 -3.87973  -0.48
S -3.07695 1.07549 -2.35473  1.25
O -3.23805 2.36858 -1.78279  -0.69
O -2.46954 0.04126 -1.58121  -0.54
C -4.88774 0.51263 -2.58785  0.40
F -4.98225 -0.52740 -3.43063  -0.23
F -5.61062 1.50231 -3.12988  -0.25
F -5.50917 0.15229 -1.46253  -0.22

The following is a DFT calculation (ωB97M-V/def2-TZVPD) of an isolated molecule of C5H8O at a distorted geometry.

The value obtained for the highest occupied orbital energy is -8.6 eV. Its spin multiplicity is 1. As for the SMILES: C=CO/C=C/C. The value obtained for the relative energy (zero: lowest compared OMol25 entry of this formula, charge and spin) is 345.2 kJ/mol. For the frontier orbital gap, the calculation gives 9.75 eV.

Last column: Mulliken charge in e.
Cartesian coordinates (Å):
C 1.00628 -2.04887 -0.86082  -1.07
C 0.99253 -0.55960 -0.99223  0.02
C 0.66815 0.25447 -0.00160  -0.23
C -0.85416 1.88367 0.52024  -0.07
C -1.74729 1.20756 1.20652  -0.55
H 2.10299 -2.33129 -1.16739  0.24
H 0.98323 -2.37729 0.09369  0.38
H 0.43386 -2.53790 -1.64319  0.29
H 1.03834 0.14151 -1.90420  0.27
H 0.59947 0.00537 1.11214  0.34
H -1.00533 2.95851 0.74775  0.31
H -2.56813 1.75093 1.53076  0.27
H -1.90753 0.11107 1.66603  0.20
O 0.25760 1.54184 -0.30770  -0.40

The following is a DFT calculation (ωB97M-V/def2-TZVPD) of a cluster of 2 separate species, C7H20BO3S in total.

As for the total charge: +1. The value obtained for the highest occupied orbital energy is -12.1 eV. Its spin multiplicity is 1. For the frontier orbital gap, the calculation gives 8.58 eV.

Last column: Mulliken charge in e.
Cartesian coordinates (Å):
C -1.62362 -1.55634 -0.76465  -0.99
C -0.30062 -1.45733 -1.48844  -0.39
O 0.78499 -1.21343 -0.55323  -0.31
B 1.45458 -2.07624 0.17918  0.64
O 2.47932 -1.87051 1.02107  -0.44
S 0.91239 -3.93387 0.31374  0.05
C 2.47631 -4.84262 0.57498  -0.78
H -1.65091 -0.83985 0.05834  0.31
H -2.44207 -1.30553 -1.43961  0.36
H -1.82872 -2.55378 -0.36810  0.34
H -0.05017 -2.35369 -2.06360  0.35
H -0.27176 -0.61769 -2.17612  0.32
H 2.77450 -0.95426 1.10057  0.33
H 0.70023 -4.19128 -0.98819  0.23
H 3.28710 -4.12480 0.63741  0.28
H 2.35781 -5.38161 1.51015  0.34
H 2.61432 -5.53209 -0.25229  0.37
C 0.85758 2.23624 -0.27598  -1.13
C -0.60104 2.21403 -0.70121  -0.19
O -1.50486 1.98646 0.36241  -0.37
C -1.54094 2.99065 1.37310  -0.34
C -1.94475 4.36200 0.86700  -1.05
H 1.08444 1.33420 0.29530  0.20
H 1.50119 2.26336 -1.15709  0.40
H 1.10426 3.10256 0.33739  0.40
H -0.77456 1.37588 -1.37868  0.11
H -0.85167 3.12265 -1.25795  0.36
H -0.57736 3.04401 1.89216  0.30
H -2.27506 2.62348 2.08953  0.32
H -1.20946 4.78520 0.18197  0.28
H -2.03288 5.04626 1.71160  0.39
H -2.90857 4.31794 0.35921  0.29

Please write out number 3 again, unchanged.
The following is a DFT calculation (ωB97M-V/def2-TZVPD) of a cluster of 2 separate species, C7H20BO3S in total.

As for the total charge: +1. The value obtained for the highest occupied orbital energy is -12.1 eV. Its spin multiplicity is 1. For the frontier orbital gap, the calculation gives 8.58 eV.

Last column: Mulliken charge in e.
Cartesian coordinates (Å):
C -1.62362 -1.55634 -0.76465  -0.99
C -0.30062 -1.45733 -1.48844  -0.39
O 0.78499 -1.21343 -0.55323  -0.31
B 1.45458 -2.07624 0.17918  0.64
O 2.47932 -1.87051 1.02107  -0.44
S 0.91239 -3.93387 0.31374  0.05
C 2.47631 -4.84262 0.57498  -0.78
H -1.65091 -0.83985 0.05834  0.31
H -2.44207 -1.30553 -1.43961  0.36
H -1.82872 -2.55378 -0.36810  0.34
H -0.05017 -2.35369 -2.06360  0.35
H -0.27176 -0.61769 -2.17612  0.32
H 2.77450 -0.95426 1.10057  0.33
H 0.70023 -4.19128 -0.98819  0.23
H 3.28710 -4.12480 0.63741  0.28
H 2.35781 -5.38161 1.51015  0.34
H 2.61432 -5.53209 -0.25229  0.37
C 0.85758 2.23624 -0.27598  -1.13
C -0.60104 2.21403 -0.70121  -0.19
O -1.50486 1.98646 0.36241  -0.37
C -1.54094 2.99065 1.37310  -0.34
C -1.94475 4.36200 0.86700  -1.05
H 1.08444 1.33420 0.29530  0.20
H 1.50119 2.26336 -1.15709  0.40
H 1.10426 3.10256 0.33739  0.40
H -0.77456 1.37588 -1.37868  0.11
H -0.85167 3.12265 -1.25795  0.36
H -0.57736 3.04401 1.89216  0.30
H -2.27506 2.62348 2.08953  0.32
H -1.20946 4.78520 0.18197  0.28
H -2.03288 5.04626 1.71160  0.39
H -2.90857 4.31794 0.35921  0.29

Q: spin multiplicity of number 3 (C7H20BO3S)?
A: 1

Q: Look up the spin multiplicity of the third one.
A: 1